Entry from OMol25: a 12-piece molecular cluster, C21H69N3O12 overall at a distorted geometry (the ωB97M-V functional and the def2-TZVPD basis).

As for the SMILES: COC[C@H](C)N.COC[C@H](C)N.COC[C@H](C)N.CC(C)O.CC(C)O.CC(C)O.O.O.O.O.O.O. The largest force on an atom comes out at 0.104 Eh/bohr. The value obtained for the highest occupied orbital energy is -9.14 eV. The value obtained for the calculated total energy is -51931.736 eV. The relative energy (zero: lowest compared OMol25 entry of this formula, charge and spin) is 0.0 kJ/mol.

The geometry in ORCA input format:
```
! wB97M-V def2-TZVPD RIJCOSX def2/J DEFGRID3
* xyz 0 1
C 27.538 13.889 6.703
O 28.807 13.382 7.028
C 28.932 12.820 8.309
C 29.823 11.603 8.295
C 29.252 10.465 7.442
N 30.162 11.087 9.630
H 27.479 14.465 5.784
H 27.127 14.487 7.522
H 26.843 13.049 6.571
H 29.425 13.532 8.984
H 27.923 12.567 8.662
H 30.808 11.899 7.913
H 29.181 10.753 6.392
H 28.212 10.258 7.714
H 29.852 9.562 7.542
H 30.258 11.913 10.216
H 29.362 10.567 9.983
C 28.567 12.108 4.039
O 29.760 12.754 3.677
C 30.911 12.290 4.370
C 32.032 13.269 4.048
C 32.513 13.080 2.607
N 33.216 13.005 4.908
H 28.466 11.057 3.751
H 27.735 12.655 3.596
H 28.398 12.147 5.123
H 30.678 12.299 5.441
H 31.229 11.295 4.046
H 31.746 14.311 4.228
H 31.719 13.251 1.879
H 33.074 12.165 2.424
H 33.222 13.884 2.369
H 33.081 13.401 5.828
H 33.900 13.588 4.431
C 34.291 21.993 10.663
O 33.579 21.368 11.716
C 34.412 20.475 12.475
C 34.573 19.170 11.726
C 33.304 18.307 11.545
N 35.444 18.223 12.443
H 34.478 21.398 9.764
H 35.279 22.328 10.999
H 33.678 22.855 10.402
H 35.358 20.979 12.686
H 33.858 20.260 13.391
H 34.865 19.439 10.702
H 32.942 17.885 12.484
H 33.451 17.482 10.854
H 32.518 19.005 11.235
H 36.383 18.604 12.282
H 35.497 17.331 11.945
C 30.864 15.747 7.858
C 31.661 15.778 9.151
C 31.995 14.420 9.743
O 32.865 16.489 8.830
H 29.863 15.322 7.952
H 31.367 15.106 7.131
H 30.816 16.714 7.357
H 31.148 16.299 9.968
H 32.694 13.846 9.131
H 31.107 13.805 9.883
H 32.456 14.538 10.724
H 33.562 16.341 9.487
C 36.348 12.157 13.566
C 35.554 11.866 12.304
C 35.047 10.423 12.299
O 34.426 12.742 12.302
H 37.222 11.504 13.652
H 35.817 11.958 14.499
H 36.705 13.187 13.548
H 36.183 11.987 11.417
H 35.869 9.702 12.283
H 34.349 10.127 11.517
H 34.541 10.267 13.258
H 33.715 12.372 11.752
C 35.276 12.717 7.200
C 35.832 12.586 8.629
C 36.442 11.205 8.858
O 36.947 13.483 8.833
H 34.610 11.879 7.001
H 36.105 12.746 6.496
H 34.678 13.629 7.150
H 35.113 12.847 9.413
H 37.276 11.078 9.543
H 36.727 10.766 7.899
H 35.644 10.561 9.248
H 36.821 14.249 8.261
O 33.516 17.189 6.259
H 33.206 16.933 7.162
H 32.844 17.812 5.964
O 32.805 14.975 12.358
H 32.446 15.109 13.242
H 33.761 15.058 12.467
O 36.001 16.202 10.273
H 35.989 16.868 9.562
H 36.899 15.853 10.254
O 30.667 13.477 11.442
H 31.323 14.191 11.436
H 30.009 13.736 12.095
O 36.155 17.865 7.975
H 36.502 18.661 7.562
H 35.384 17.627 7.431
O 32.062 11.877 11.195
H 31.304 11.767 10.610
H 31.683 11.891 12.084
*
```

***

Entry from OMol25: a 14-piece molecular cluster, C21H70N8O14 overall at a distorted geometry (the ωB97M-V functional and the def2-TZVPD basis).

The largest force on an atom comes out at 0.137 Eh/bohr. The value obtained for the highest occupied orbital energy is -8.88 eV. The value obtained for the calculated total energy is -63493.803 eV. The relative energy (zero: lowest compared OMol25 entry of this formula, charge and spin) is 107.2 kJ/mol.

The geometry in ORCA input format:
```
! wB97M-V def2-TZVPD RIJCOSX def2/J DEFGRID3
* xyz 0 1
C -7.430 -10.860 8.130
C -5.982 -11.128 8.132
O -5.597 -12.307 7.414
H -7.933 -11.371 7.310
H -7.692 -9.865 7.913
H -7.997 -11.194 8.999
H -5.662 -11.280 9.148
H -5.399 -10.426 7.582
H -5.939 -12.168 6.522
C -10.507 -11.651 7.232
C -11.895 -12.271 7.469
O -12.285 -11.908 8.774
H -10.288 -11.771 6.142
H -9.840 -12.198 7.854
H -10.445 -10.566 7.327
H -11.705 -13.346 7.428
H -12.646 -12.016 6.724
H -11.796 -12.474 9.390
C -8.763 -14.922 7.063
C -9.949 -15.226 6.228
O -9.717 -16.224 5.285
H -8.051 -14.295 6.533
H -8.220 -15.860 7.377
H -9.202 -14.356 7.896
H -10.296 -14.335 5.782
H -10.751 -15.442 6.980
H -10.438 -16.175 4.714
C -10.484 -17.429 14.411
C -11.901 -16.949 14.438
O -12.591 -17.440 13.289
H -10.176 -16.896 13.538
H -10.342 -18.564 14.266
H -9.915 -17.142 15.342
H -12.048 -15.899 14.340
H -12.506 -17.136 15.384
H -13.509 -16.979 13.196
C -11.202 -14.253 17.073
C -11.127 -13.224 16.014
O -12.259 -13.251 15.201
H -10.364 -14.247 17.793
H -11.428 -15.248 16.611
H -12.138 -14.008 17.596
H -10.202 -13.450 15.466
H -10.963 -12.235 16.442
H -12.874 -12.520 15.241
C -8.852 -7.947 9.648
C -10.174 -8.630 9.382
O -10.386 -9.766 10.141
H -8.057 -8.644 9.517
H -8.654 -7.484 10.570
H -8.725 -7.197 8.796
H -10.182 -8.678 8.289
H -10.985 -7.875 9.496
H -10.738 -9.459 10.981
C -16.233 -12.040 15.750
C -15.443 -10.833 15.230
O -14.387 -11.368 14.389
H -15.582 -12.570 16.438
H -16.693 -12.663 15.005
H -16.960 -11.710 16.380
H -15.095 -10.117 15.947
H -16.028 -10.211 14.558
H -14.104 -10.696 13.734
C -10.990 -12.740 11.905
O -11.936 -11.794 12.392
N -10.327 -12.635 10.792
N -10.670 -13.811 12.636
H -10.446 -11.716 10.289
H -9.644 -13.300 10.446
H -11.183 -13.617 13.504
H -9.683 -14.067 12.853
C -7.793 -15.472 13.779
O -7.328 -16.468 13.021
N -7.879 -15.672 15.090
N -8.184 -14.316 13.283
H -7.677 -16.689 15.380
H -8.364 -15.145 15.819
H -8.008 -14.241 12.270
H -8.212 -13.455 13.841
C -12.711 -8.807 11.861
O -11.575 -8.841 12.599
N -13.616 -9.736 11.918
N -13.085 -7.766 11.153
H -12.935 -10.600 11.992
H -14.337 -9.954 11.272
H -12.498 -6.949 11.236
H -13.975 -7.463 10.708
C -11.632 -15.951 9.991
O -11.754 -14.843 9.284
N -11.258 -15.999 11.206
N -11.944 -17.114 9.531
H -11.073 -15.101 11.678
H -11.643 -16.629 11.864
H -12.051 -17.182 8.519
H -11.881 -17.878 10.138
C -7.007 -14.087 9.955
O -8.169 -14.507 10.647
H -7.119 -14.417 8.889
H -6.118 -14.553 10.486
H -6.889 -12.980 9.925
H -8.201 -15.501 10.657
C -14.113 -13.834 11.927
O -15.312 -13.471 12.607
H -13.726 -12.959 11.507
H -14.362 -14.338 11.005
H -13.311 -14.258 12.598
H -15.113 -12.815 13.360
C -9.210 -10.619 13.840
O -8.618 -11.439 14.692
H -10.303 -10.713 14.004
H -9.048 -10.851 12.784
H -8.912 -9.526 14.076
H -8.902 -11.292 15.613
*
```

***

Entry from OMol25: C21H71B4F3N5O9PtSV as an isolated structure at a distorted geometry (the ωB97M-V functional and the def2-TZVPD basis).

The largest force on an atom comes out at 0.048 Eh/bohr. The value obtained for the highest occupied orbital energy (spin up / spin down) is -6.43 / -6.44 eV. The value obtained for the calculated total energy is -99426.074 eV.

The geometry in ORCA input format:
```
! wB97M-V def2-TZVPD RIJCOSX def2/J DEFGRID3
* xyz -1 4
O -0.657 5.525 -0.252
V -0.230 4.062 -0.095
Pt 2.773 1.481 -1.934
B 1.931 3.818 -1.044
H 2.174 4.001 0.091
H 1.437 4.726 -1.585
H 2.875 3.468 -1.676
H 1.187 2.929 -1.157
B 0.567 4.003 2.111
H 0.901 5.042 1.683
H 1.132 3.075 1.621
H 0.812 3.913 3.273
H -0.594 3.980 1.935
B 4.286 1.598 -0.016
H 4.021 2.724 0.226
H 5.145 1.137 0.645
H 3.307 1.015 0.363
H 4.505 1.402 -1.183
B 1.179 1.515 -3.692
H 1.639 0.407 -3.472
H 0.669 1.635 -4.758
H 0.398 1.745 -2.813
H 2.022 2.397 -3.641
C -0.157 -0.050 1.651
F 0.843 0.408 2.399
F -0.101 -1.388 1.628
F -1.321 0.328 2.193
S -0.081 0.603 -0.078
O -1.091 -0.192 -0.724
O -0.413 2.019 0.068
O 1.261 0.433 -0.620
C -4.520 0.489 2.748
C -5.449 -0.201 1.741
C -4.803 -0.376 0.358
O -5.596 -1.242 -0.407
C -4.942 -1.736 -1.562
N -5.924 -1.486 2.309
H -4.926 1.388 3.198
H -3.570 0.711 2.251
H -4.237 -0.239 3.509
H -6.356 0.396 1.614
H -3.786 -0.764 0.511
H -4.743 0.638 -0.063
H -5.756 -1.990 -2.250
H -4.273 -2.564 -1.339
H -4.499 -0.942 -2.175
H -5.126 -2.088 2.500
H -6.384 -1.915 1.508
C 3.490 0.643 3.689
C 4.944 1.058 3.917
C 5.896 -0.148 3.842
O 5.573 -1.077 4.849
C 6.616 -1.985 5.111
N 5.252 2.088 2.943
H 2.827 1.451 4.003
H 3.229 -0.244 4.270
H 3.292 0.477 2.628
H 4.981 1.420 4.951
H 6.891 0.317 3.894
H 5.766 -0.596 2.847
H 7.350 -1.533 5.787
H 6.992 -2.506 4.228
H 6.188 -2.779 5.737
H 5.202 1.691 1.989
H 6.245 2.328 2.968
C -3.283 2.730 -3.238
C -2.826 3.581 -2.065
C -3.506 3.176 -0.772
O -3.077 3.930 0.347
C -3.328 3.256 1.562
N -1.345 3.663 -1.968
H -4.296 2.385 -2.996
H -2.711 1.810 -3.350
H -3.374 3.305 -4.155
H -3.089 4.638 -2.192
H -3.292 2.122 -0.542
H -4.589 3.333 -0.822
H -4.415 3.128 1.694
H -3.016 3.899 2.379
H -2.857 2.276 1.653
H -1.006 2.734 -2.233
H -0.962 4.230 -2.720
C 3.139 -2.330 0.767
C 2.816 -3.659 0.112
C 1.742 -4.451 0.840
O 1.352 -5.568 0.010
C 0.254 -6.215 0.578
N 2.653 -3.594 -1.340
H 3.364 -2.391 1.833
H 2.255 -1.676 0.727
H 3.904 -1.740 0.265
H 3.768 -4.173 0.320
H 0.796 -3.903 0.951
H 2.082 -4.849 1.800
H -0.683 -5.641 0.570
H 0.466 -6.522 1.610
H 0.021 -7.122 0.015
H 1.892 -2.966 -1.599
H 2.228 -4.496 -1.554
C -3.088 -2.261 -4.431
C -1.850 -1.595 -3.831
C -0.675 -2.555 -3.737
O -1.016 -3.808 -3.196
C -1.163 -3.818 -1.810
N -1.503 -0.429 -4.694
H -3.894 -1.529 -4.412
H -3.279 -3.203 -3.910
H -2.979 -2.567 -5.476
H -2.149 -1.096 -2.907
H 0.086 -2.061 -3.111
H -0.226 -2.694 -4.723
H -1.396 -4.830 -1.487
H -1.949 -3.146 -1.430
H -0.282 -3.447 -1.267
H -0.670 -0.660 -5.221
H -1.307 0.358 -4.090
*
```

***

calculated total energy of number 1 (C21H69N3O12)?
-51931.736 eV

***

Which value of calculated total energy does entry 2 give?
-63493.803 eV